# 1
7
Properties=species:S:1:pos:R:3:forces:R:3 method="wB97M-V/def2-TZVPD" energy_ha=-265.1668 largest_force_ha_per_bohr=0.0662 orbital_gap_ev=11.9 charge=+1
C 1.1466 0.3816 -0.2792 1.3 -1.6 2.1
O -1.1925 -0.7915 -0.1924 -2.3 1.5 -1.3
O 2.0829 0.0238 0.2367 -0.3 0.2 0.5
O -0.4688 0.1780 0.5459 0.4 1.0 -1.2
H 0.7693 0.6991 -1.1613 -1.4 1.3 -2.8
H -2.0256 -0.2314 -0.5159 2.2 -1.6 1.0
H -0.3119 -0.2596 1.3662 0.1 -0.8 1.8

***

# 2
9
Properties=species:S:1:pos:R:3:forces:R:3 method="wB97M-V/def2-TZVPD" energy_ha=-171.3934 largest_force_ha_per_bohr=0.0568 orbital_gap_ev=8.9 charge=+1
N -0.2050 -2.3041 0.2865 -1.4 2.6 -0.2
H 0.4738 -3.0333 0.2000 0.6 -0.7 0.8
H -0.8403 -2.3997 -0.5077 -0.6 -0.3 0.2
H -0.7214 -2.0829 1.1814 0.7 -1.3 -0.8
H 0.2151 -1.3907 0.0791 0.7 0.0 0.0
O 0.1750 1.6844 0.0407 -0.9 -0.1 1.0
C 0.2480 2.8410 -0.2899 0.9 -0.2 -1.2
H 0.9222 2.9538 -1.1784 -0.5 1.1 0.4
H -0.2675 3.7314 0.1884 0.4 -1.0 -0.3

***

# 3
137
Properties=species:S:1:pos:R:3:forces:R:3 method="wB97M-V/def2-TZVPD" energy_ha=-5414.2849 largest_force_ha_per_bohr=0.0470 orbital_gap_ev=8.6
O 8.0484 -2.7377 -0.1347 1.7 -1.2 1.3
C 7.1751 -2.1592 -0.6611 -1.0 0.8 -0.7
O 6.4607 -2.7360 -1.6751 -0.8 0.4 0.0
C 6.7213 -0.7633 -0.2603 -0.8 -0.7 -0.5
C 5.2357 -0.6999 -0.5082 1.8 0.4 0.5
N 4.4715 -0.9688 0.5268 -1.2 -0.1 0.2
N 3.1638 -0.9605 0.3079 1.1 0.0 0.5
C 2.7848 -0.6822 -0.9235 -1.8 0.5 -0.3
C 1.3128 -0.7305 -1.1964 0.3 -1.0 -0.3
C 0.9107 -2.2251 -1.2181 -0.5 0.4 0.5
C 0.5808 -2.7900 0.1470 0.0 -0.9 -0.2
Br -1.0616 -2.0339 0.9024 0.3 0.0 -0.1
N 3.5605 -0.3689 -1.9545 1.3 0.0 -0.1
N 4.8592 -0.3787 -1.7318 -1.3 0.2 -0.6
H 6.0917 -3.5792 -1.3779 0.5 -0.2 -0.2
H 6.9090 -0.6746 0.8025 0.3 0.3 0.1
H 7.2162 0.0079 -0.8406 0.3 0.1 0.0
H 0.7604 -0.1785 -0.4425 -0.1 0.0 0.0
H 1.1166 -0.3485 -2.1904 0.0 0.4 0.0
H 1.7190 -2.8237 -1.6438 0.1 0.0 0.0
H 0.0504 -2.3649 -1.8682 0.0 0.1 -0.1
H 0.4273 -3.8667 0.0430 -0.2 0.2 0.2
H 1.3612 -2.6653 0.8870 0.0 0.3 0.1
C 1.4101 -6.9969 -0.8958 0.2 0.0 0.2
O 1.4941 -5.9919 0.1123 0.1 -0.1 -0.1
H 0.6337 -6.7064 -1.5989 0.0 0.1 0.0
H 2.3606 -7.0851 -1.4279 -0.1 -0.1 -0.1
H 1.1498 -7.9610 -0.4527 0.0 -0.1 -0.1
H 2.1852 -6.2599 0.7266 -0.1 0.1 0.0
C 6.4099 2.9554 -0.2738 0.6 0.1 -0.1
O 7.6582 2.3902 0.1437 -0.1 -0.2 -0.1
H 5.6083 2.2757 0.0113 0.1 -0.1 0.0
H 6.2571 3.9157 0.2106 -0.2 0.0 -0.1
H 6.4062 3.0825 -1.3594 -0.2 0.0 0.0
H 8.3481 3.0065 -0.1211 0.0 -0.1 0.1
C 3.3530 4.8498 0.3965 0.1 0.3 0.1
O 4.6051 5.4340 0.0419 -0.1 0.1 0.0
H 3.3511 3.8186 0.0514 0.1 0.0 0.0
H 3.2184 4.8643 1.4807 -0.1 -0.1 0.0
H 2.5314 5.3872 -0.0819 -0.1 -0.1 0.0
H 4.5960 6.3454 0.3516 0.0 -0.1 0.0
C -2.5608 0.1894 4.1773 -0.1 -0.2 -0.1
O -3.0774 0.1359 2.8483 0.2 0.1 -0.2
H -2.2318 1.2047 4.3798 0.0 0.0 0.0
H -3.3398 -0.0840 4.8918 0.1 0.1 0.1
H -1.7110 -0.4909 4.2765 0.0 0.1 0.1
H -3.3664 -0.7690 2.6883 -0.1 0.1 0.0
C -6.9537 1.1543 2.6088 0.3 0.0 0.1
O -5.7596 0.4992 3.0367 -0.4 0.0 0.0
H -7.8028 0.5372 2.8906 0.1 0.0 -0.1
H -7.0380 2.1294 3.0912 -0.1 0.1 -0.1
H -6.9416 1.2792 1.5221 -0.2 0.1 0.0
H -5.0104 1.0497 2.7836 0.1 -0.2 0.1
C -4.2073 2.4829 -0.0436 0.1 -0.4 0.2
O -3.4883 1.2571 -0.1441 -0.1 0.0 -0.1
H -4.2942 2.9051 -1.0421 0.0 0.0 0.0
H -5.2076 2.3074 0.3606 0.0 0.2 0.0
H -3.6701 3.1859 0.5977 -0.1 0.1 0.0
H -3.4135 0.8903 0.7462 0.2 0.0 -0.1
C -2.9659 3.8731 -4.1166 0.1 -0.3 0.3
O -2.2761 3.5263 -2.9177 -0.1 0.0 -0.1
H -2.7199 4.8986 -4.3709 0.0 0.0 0.0
H -2.6552 3.2160 -4.9346 -0.1 0.1 -0.1
H -4.0467 3.7902 -3.9686 0.0 0.1 -0.2
H -2.5058 2.6146 -2.7054 0.1 0.1 0.1
C -9.0465 -2.3544 2.3093 0.0 0.2 0.3
O -8.9972 -1.3296 3.3086 -0.2 0.0 0.2
H -9.8251 -2.0933 1.5954 0.0 0.1 0.1
H -8.0900 -2.4198 1.7930 0.0 -0.1 -0.1
H -9.2818 -3.3134 2.7649 0.0 -0.1 -0.1
H -8.3037 -1.5723 3.9321 0.0 0.1 -0.1
C 6.0770 1.4015 3.1223 -0.3 -0.5 -0.1
O 6.2280 -0.0192 3.1228 0.1 0.0 0.0
H 6.9246 1.8422 3.6386 0.0 -0.1 0.0
H 6.0508 1.7686 2.0961 0.0 0.2 0.1
H 5.1551 1.6762 3.6407 0.1 0.2 0.0
H 5.4673 -0.3928 2.6603 0.1 0.0 0.0
C 9.3048 -6.3335 -0.7306 -0.2 0.2 0.1
O 8.3273 -5.5128 -1.3571 -0.1 -0.3 0.0
H 9.7166 -7.0037 -1.4815 0.0 0.0 0.0
H 10.1097 -5.7195 -0.3185 0.1 -0.1 0.0
H 8.8536 -6.9277 0.0689 0.1 -0.1 0.0
H 7.9741 -4.9218 -0.6835 0.3 0.2 -0.1
C -3.4718 7.9062 -6.2065 0.2 -0.2 -0.1
O -2.9613 6.5899 -6.0176 0.0 0.1 -0.1
H -4.2391 8.0812 -5.4569 0.0 -0.1 0.0
H -2.6769 8.6460 -6.0841 -0.1 0.1 0.0
H -3.9140 8.0060 -7.2010 -0.1 0.1 0.0
H -2.2830 6.4440 -6.6851 0.0 -0.1 0.1
C 7.6202 4.3014 5.1412 -0.3 0.1 0.3
O 6.2316 4.5822 4.9899 0.1 0.0 -0.1
H 8.0225 4.0244 4.1699 -0.1 0.0 0.0
H 8.1519 5.1825 5.5096 0.1 -0.1 0.0
H 7.7591 3.4705 5.8377 0.2 0.0 0.0
H 5.8885 4.8241 5.8558 0.0 0.0 -0.1
C -8.1766 4.2229 1.1747 0.2 0.2 0.2
O -6.8325 4.2836 1.6411 0.0 0.1 0.0
H -8.2596 3.3801 0.4928 0.1 0.0 0.0
H -8.8656 4.0753 2.0106 -0.1 0.0 -0.1
H -8.4386 5.1408 0.6424 -0.1 -0.1 -0.1
H -6.7696 5.0317 2.2434 0.1 -0.1 -0.1
C 0.1117 -1.1123 -5.1646 -0.5 0.1 0.1
O -0.7922 -1.5537 -4.1495 0.0 0.0 0.0
H 1.1184 -1.1784 -4.7761 0.0 -0.1 0.0
H 0.0278 -1.7497 -6.0473 0.2 0.1 -0.1
H -0.1036 -0.0744 -5.4357 0.1 0.0 -0.1
H -1.6859 -1.4919 -4.5004 0.1 0.0 0.1
C 3.0006 -3.3823 -6.7355 0.3 0.2 0.2
O 2.7825 -2.3205 -5.8080 0.2 -0.1 -0.1
H 2.0626 -3.5880 -7.2455 0.0 0.1 0.1
H 3.7541 -3.0897 -7.4714 0.0 -0.1 -0.1
H 3.3271 -4.2807 -6.2054 0.0 -0.1 -0.1
H 3.6200 -2.1497 -5.3634 -0.1 0.0 0.0
C -7.7721 -5.9631 0.9223 0.2 0.0 0.3
O -7.7073 -4.9565 1.9296 0.1 -0.3 -0.1
H -8.5538 -5.6868 0.2193 0.0 0.1 0.0
H -6.8206 -6.0328 0.3899 -0.1 -0.1 -0.1
H -8.0153 -6.9322 1.3648 0.0 -0.1 -0.1
H -7.0124 -5.2108 2.5459 -0.1 0.1 0.0
C 6.9700 -2.5541 -7.5550 -0.2 0.3 0.1
O 6.1140 -1.5999 -8.1780 0.0 -0.1 0.0
H 7.3259 -3.2446 -8.3150 -0.1 0.0 -0.1
H 7.8252 -2.0497 -7.0991 0.1 -0.2 0.1
H 6.4210 -3.1125 -6.7916 0.2 -0.1 0.0
H 5.8063 -0.9942 -7.4959 0.0 0.0 -0.1
C -12.1384 0.4215 4.7144 0.3 -0.2 0.0
O -10.8580 0.2028 5.2860 -0.1 0.0 0.0
H -12.7127 1.0457 5.3958 0.0 0.0 0.0
H -12.0467 0.9348 3.7527 -0.2 0.0 0.0
H -12.6636 -0.5277 4.5731 -0.1 0.1 -0.1
H -10.3601 -0.3514 4.6718 0.1 0.0 -0.1
C -1.2422 0.5735 8.0334 -0.2 0.3 0.1
O -2.1306 1.4965 7.4115 0.1 -0.1 0.0
H -0.8855 -0.1167 7.2729 0.0 0.0 0.0
H -0.3877 1.0981 8.4686 0.1 -0.1 0.0
H -1.7603 0.0095 8.8132 0.1 -0.1 0.0
H -2.4412 2.1025 8.0915 0.0 0.0 -0.1

***

# 4
61
Properties=species:S:1:pos:R:3:forces:R:3 method="wB97M-V/def2-TZVPD" energy_ha=-2661.1918 largest_force_ha_per_bohr=0.0075 spin_multiplicity=4 orbital_gap_ev="7.3 / 7.0" charge=+2 s_squared=3.776
Cr 0.3081 -0.4682 0.1951 0.1 0.1 0.1
C 0.9028 -0.9446 -2.6050 0.0 0.0 0.1
C 0.6500 -2.3884 -2.2172 0.0 0.0 0.0
O 0.3551 -2.4320 -0.8042 0.0 -0.1 -0.1
C 0.0158 -3.7831 -0.4183 0.0 0.0 0.0
C -0.6703 -3.7954 0.9545 -0.1 0.0 -0.1
O -1.0900 -2.4813 1.2824 0.0 0.0 0.2
C -2.4859 -2.2188 1.2932 0.0 0.0 0.0
C -2.6069 -0.7200 1.1256 -0.1 0.0 -0.1
O -1.7591 -0.2722 0.0410 -0.1 -0.1 0.0
C -2.2165 -0.6226 -1.2856 0.0 0.1 0.1
C -1.2984 0.1298 -2.2201 0.0 0.0 0.1
O 0.0699 -0.0880 -1.7843 -0.1 0.0 -0.2
H 0.6802 -0.7569 -3.6541 0.0 -0.1 0.0
H 1.9209 -0.6362 -2.3943 0.0 0.0 0.0
H 1.5264 -3.0013 -2.4384 0.0 0.0 0.0
H -0.2081 -2.8116 -2.7472 0.0 0.0 0.0
H 0.9276 -4.3825 -0.4137 0.0 0.0 0.0
H -0.6490 -4.1852 -1.1861 0.0 0.0 0.0
H 0.0009 -4.1536 1.7353 0.0 0.1 0.0
H -1.5205 -4.4782 0.9290 0.0 0.0 0.0
H -2.9386 -2.5223 2.2411 0.0 0.0 0.0
H -2.9925 -2.7608 0.4892 0.0 0.0 0.0
H -2.2538 -0.1875 2.0073 0.0 0.0 0.0
H -3.6313 -0.4095 0.9169 0.0 0.0 0.0
H -3.2517 -0.2992 -1.4047 0.0 0.0 0.0
H -2.1518 -1.7040 -1.4170 0.0 0.0 0.0
H -1.4675 1.2043 -2.1526 0.0 0.0 0.0
H -1.4090 -0.1926 -3.2539 0.0 0.0 0.0
O -0.2204 5.8272 -4.2277 0.0 -0.1 0.1
C -0.9453 5.6693 -3.1101 0.1 0.1 0.0
O -1.8525 6.4006 -2.8530 0.0 0.0 0.0
C -0.5696 4.5422 -2.1703 -0.1 0.0 0.0
C 0.6211 3.8246 -2.2347 0.0 -0.1 0.0
C 0.8893 2.8199 -1.3148 -0.1 0.1 0.0
C -0.0456 2.5640 -0.3233 0.1 -0.1 0.1
C -1.2383 3.2678 -0.2364 0.0 0.1 -0.1
C -1.4925 4.2624 -1.1669 0.0 0.0 0.0
N 0.2368 1.5300 0.6335 0.0 -0.1 0.1
C 0.4179 1.8349 1.8587 0.0 0.0 -0.1
C 0.7163 0.7593 2.8009 0.0 0.1 0.0
C 1.1027 1.0008 4.1025 0.0 -0.1 0.0
C 1.4723 -0.0861 4.8928 0.0 0.1 0.0
C 1.4398 -1.3502 4.3398 0.0 -0.1 -0.1
C 1.0180 -1.5089 3.0237 0.0 0.0 0.0
N 0.6490 -0.4811 2.2670 0.0 0.1 0.0
H 0.4482 5.1395 -4.3299 0.0 0.1 -0.1
H 1.3794 4.0469 -2.9755 0.0 0.0 0.0
H 1.8183 2.2661 -1.3498 0.0 0.0 0.0
H -1.9584 3.0420 0.5401 0.0 0.0 0.0
H -2.4010 4.8478 -1.1275 0.0 0.0 0.0
H 0.3845 2.8710 2.1885 0.0 0.0 0.0
H 1.1339 2.0122 4.4834 0.0 0.0 0.0
H 1.7902 0.0627 5.9156 0.0 0.0 0.0
H 1.7371 -2.2218 4.9054 0.0 0.0 0.0
H 0.9883 -2.4871 2.5694 0.0 0.0 0.0
N 5.0857 -3.6878 0.9485 0.0 0.0 0.0
C 4.7663 -2.6250 0.6390 -0.1 -0.2 0.1
N 4.4044 -1.4003 0.2864 0.2 0.3 -0.1
C 3.2639 -0.9496 0.1793 -0.1 -0.2 0.1
N 2.2033 -0.4316 0.0316 0.1 0.0 -0.1